Entry 1:
Below is one molecule with the formula C37H38F5N3O5 in a non-equilibrium geometry, with properties calculated with ωB97M-V with the def2-TZVPD basis set.

Atoms and positions in Å:
C1 -7.3727 -1.7739 4.0478
N1 -7.2641 -1.9349 2.6103
C2 -8.4499 -2.4036 1.9215
C3 -6.0796 -1.7236 1.9495
C4 -5.7332 -2.4849 0.7986
C5 -4.5679 -2.2014 0.1050
C6 -3.7905 -1.0724 0.4135
C7 -2.9129 -0.5028 -0.6763
C8 -1.3662 -0.5710 -0.6184
C9 -0.8801 0.1459 0.6320
O1 -1.3301 1.2263 0.9728
O2 0.1958 -0.3524 1.2976
C10 0.4610 -1.7940 1.3571
C11 1.7471 -2.1188 0.6388
C12 0.5381 -2.0885 2.8424
O3 -0.6664 -2.4650 0.7444
C13 -0.8193 -1.9962 -0.5617
O4 -0.4711 -2.6411 -1.5283
C14 -4.0502 -0.3860 1.6073
C15 -5.1623 -0.7186 2.3760
H1 -6.5491 -1.1584 4.4222
H2 -8.3297 -1.3028 4.3087
H3 -7.3224 -2.7476 4.5682
H4 -8.5183 -1.9591 0.9206
H5 -8.4646 -3.4967 1.8103
H6 -9.3342 -2.1042 2.4946
H7 -6.3799 -3.2937 0.4504
H8 -4.2473 -2.8355 -0.7255
H9 -3.2029 -0.9968 -1.6072
H10 -3.1656 0.5612 -0.7791
H11 1.6267 -1.9675 -0.4411
H12 2.5699 -1.5012 1.0156
H13 1.9889 -3.1722 0.8250
H14 -0.4228 -1.8644 3.3077
H15 0.8112 -3.1324 2.9985
H16 1.2972 -1.4315 3.2754
H17 -3.3860 0.4169 1.9254
H18 -5.3619 -0.1308 3.2706
C16 6.3485 0.3517 -1.6975
N2 5.0590 0.6084 -1.1034
C17 4.9544 1.1498 0.1490
O5 5.8850 1.3755 0.9190
C18 3.4713 1.3853 0.4217
C19 3.1686 2.8643 0.6135
C20 3.8081 3.3431 1.8817
C21 4.8966 4.2161 1.8867
F1 5.3728 4.6855 0.7048
C22 5.5460 4.5830 3.0637
F2 6.6199 5.3979 3.0282
C23 5.0796 4.0878 4.2829
F3 5.6937 4.4376 5.4286
C24 3.9817 3.2270 4.3132
F4 3.5322 2.7377 5.4873
C25 3.3671 2.8694 3.1176
F5 2.3273 1.9877 3.1551
N3 2.8489 0.7674 -0.7515
C26 1.4863 0.7931 -0.8838
C27 0.7359 0.0370 -1.7230
C28 -0.7606 0.1615 -1.7675
C29 -1.3832 -0.1760 -3.1433
C30 -2.5871 0.4481 -3.4818
C31 -3.1623 0.2376 -4.7306
C32 -2.4106 -0.3730 -5.7416
C33 -1.1834 -0.9729 -5.4293
C34 -0.7372 -0.9796 -4.0950
C35 3.7989 0.4559 -1.8239
C36 3.6472 1.5070 -2.9381
C37 3.6847 -0.9623 -2.3921
H19 7.1230 0.6199 -0.9760
H20 6.4342 -0.7094 -1.9532
H21 6.4881 0.9374 -2.6152
H22 3.1639 0.8361 1.3316
H23 3.5672 3.4180 -0.2484
H24 2.0809 3.0103 0.6584
H25 0.9859 1.5046 -0.2183
H26 1.1794 -0.5785 -2.4935
H27 -1.0058 1.2239 -1.6130
H28 -3.1040 1.0749 -2.7459
H29 -4.1887 0.5680 -4.8786
H30 -2.7925 -0.4138 -6.7614
H31 -0.5808 -1.4750 -6.1925
H32 0.0919 -1.6191 -3.7901
H33 3.8146 2.5073 -2.5153
H34 4.3737 1.3096 -3.7331
H35 2.6319 1.4536 -3.3485
H36 3.5927 -1.6958 -1.5802
H37 2.8364 -1.0453 -3.0756
H38 4.5838 -1.2047 -2.9724

LUMO in Ha: 0.017
E_HOMO in eV: -7.36
Orbital gap in hartree: 0.2880
SMILES: CN(C)c1ccc(CC2([C@@H](/C=C/N3[C@H](Cc4c(F)c(F)c(F)c(F)c4F)C(=O)N(C)C3(C)C)c3ccccc3)C(=O)OC(C)(C)OC2=O)cc1

Here are the Löwdin charges for atoms 1 to 5, given in e: -0.06, -0.22, -0.07, -0.24, -0.02

Entry 2:
Below is one molecule with the formula C4H12N2O in a non-equilibrium geometry, with properties calculated with ωB97M-V with the def2-TZVPD basis set.

Atoms and positions in Å:
N1 -2.6710 -0.4324 0.6358
C1 -1.2582 -0.2546 0.9588
C2 -0.3416 -1.3167 0.0983
N2 0.1066 -0.6902 -1.1923
C3 1.3502 -0.0056 -0.9402
C4 1.4621 1.0951 0.0804
O1 1.4515 2.5495 -0.2100
H1 1.5911 2.6089 -1.1889
H2 -2.7785 -1.4707 0.5503
H3 -3.3466 -0.0056 1.3148
H4 -0.8860 0.7177 0.5792
H5 -0.6208 -0.3836 1.8897
H6 -0.8626 -2.0757 -0.3492
H7 0.5335 -1.5568 0.5811
H8 -0.7976 -0.1918 -1.5698
H9 1.8199 0.2837 -1.9318
H10 2.1572 -0.7348 -0.6326
H11 0.6495 0.9766 0.7760
H12 2.4413 0.8871 0.5505

Energy relative to the best compared isomer or geometry (same formula, charge and spin) in kcal/mol: 89.30
LUMO in Ha: 0.036
E_HOMO in eV: -8.58
Orbital gap in hartree: 0.3518
SMILES: NCCNCCO

Here are the Löwdin charges for atoms 1 to 5, given in e: -0.01, -0.28, -0.17, -0.10, -0.27

The highest orbital gap belongs to which entry? C4H12N2O

Among the records above, which one has the highest E_HOMO? C37H38F5N3O5

The highest LUMO belongs to which entry? C4H12N2O